31
Properties=species:S:1:pos:R:3 method="wB97M-V/def2-TZVPD" charge=+1 de_lowest_ev=1.444 max_force_ev_per_a=3.1 total_energy_ha=-1883.831469 homo_lumo_gap_ev=4.69
Sn 2.01 -1.41 -1.62
F 5.07 0.76 3.76
C 4.12 0.07 3.03
F 2.95 0.77 3.22
F 4.01 -1.15 3.63
C 4.47 0.05 1.61
C 5.74 0.38 1.21
C 6.10 0.27 -0.16
C 5.15 -0.15 -1.06
N 3.86 -0.40 -0.67
C 3.52 -0.39 0.60
S 1.93 -1.14 1.00
H 6.53 0.73 1.86
H 7.06 0.60 -0.50
H 5.30 -0.16 -2.12
C -5.35 0.61 1.32
O -5.39 0.15 -0.02
P -4.21 -0.88 -0.68
O -2.79 -0.25 -0.28
C -1.74 0.02 -1.23
O -4.31 -0.25 -2.20
C -5.64 -0.20 -2.76
H -4.57 1.40 1.41
H -5.09 -0.24 2.01
H -6.34 1.12 1.53
H -0.81 0.03 -0.70
H -1.91 1.01 -1.67
H -1.76 -0.76 -1.99
H -5.54 0.49 -3.56
H -6.35 0.10 -1.89
H -6.03 -1.19 -3.04

***

33
Properties=species:S:1:pos:R:3 method="wB97M-V/def2-TZVPD" charge=0 de_lowest_ev=1.160 max_force_ev_per_a=2.4 total_energy_ha=-1772.921403 homo_lumo_gap_ev=10.61
C -3.94 -0.84 2.53
C -4.30 -0.15 1.20
C -3.80 1.31 1.34
S -2.99 1.67 2.94
O -4.01 2.07 3.91
O -1.70 2.36 2.83
C -2.62 -0.18 3.17
H -3.85 -1.90 2.32
H -4.75 -0.84 3.26
H -5.34 -0.35 0.94
H -3.80 -0.71 0.41
H -4.54 2.05 1.03
H -2.94 1.50 0.70
H -2.36 -0.46 4.20
H -1.72 -0.47 2.63
C 2.08 0.21 -1.26
C 2.41 1.65 -1.61
C 3.92 1.91 -1.33
F 4.45 3.11 -1.67
F 4.28 1.69 -0.04
F 2.09 1.86 -2.88
F 1.60 2.45 -0.89
O 2.86 -0.65 -2.16
C 2.75 -2.05 -1.87
C 3.26 -2.81 -3.15
F 4.49 -2.36 -3.31
F 3.11 -4.16 -3.05
F 3.51 -2.35 -0.82
F 1.49 -2.37 -1.59
H 1.06 0.19 -1.63
H 2.15 -0.08 -0.21
H 4.46 1.17 -1.93
H 2.66 -2.48 -4.00

***

| no. | HOMO energy (eV) |
| --- | --- |
| 1 | -10.808 |
| 2 | -10.389 |